No. 1
Computed, not measured: C42H62AlBBr3Cl3F5N4O13S2 as an isolated structure, with wB97M-V/def2-TZVPD.

Calculated values
LUMO energy ... -4.02 eV
Total charge ... -1
E ... -367355.13064 eV
Multiplicity ... 1

Each line ends with the Mulliken charge.
Positions of all 136 atoms, in Å:
Br  0.6863  3.1410  0.0687  -0.120
Br  -3.7717  2.4731  -1.0995  -0.073
Br  -2.2467  0.3109  -3.4940  -0.012
Cl  5.0080  1.5995  4.0918  -0.262
Cl  -4.7796  7.1791  4.9275  -0.179
Cl  -3.5621  6.1963  2.4604  -0.090
S  2.5455  2.0283  3.0784  -0.072
S  0.8565  -0.4778  3.5435  -0.234
Al  -4.2898  -3.7568  2.0684  0.527
F  8.5970  0.0105  2.7587  -0.362
F  0.6910  3.6035  -4.3828  -0.309
F  0.9145  3.1720  -6.2989  -0.535
F  6.1829  -0.3304  -2.6343  -0.279
F  9.1544  -0.0288  0.5291  -0.359
O  -1.3183  7.7189  -0.8743  -0.238
O  0.0003  -7.9075  3.3006  -0.717
O  -1.4106  -4.1942  4.4950  -0.625
O  3.9390  -4.1412  -2.5162  -0.525
O  -2.9582  -5.0352  -0.8438  -0.672
O  -0.0661  0.5606  -1.6055  -0.062
O  8.0764  -1.9133  1.4814  -0.466
O  4.4834  -2.8294  -4.2609  -0.339
O  6.8673  0.0981  1.1400  -0.377
O  5.2411  -2.3293  -2.2001  -0.080
O  0.7420  8.2801  -0.1617  -0.574
O  6.3899  -3.3156  1.0901  -0.641
O  4.8910  -0.8287  0.6673  -0.554
N  0.2535  2.0375  4.3422  0.308
N  -1.8379  3.1145  -3.3961  -0.516
N  -0.9456  3.8770  4.8608  -0.393
N  1.5465  -7.4176  1.7607  -0.060
C  -0.1957  -2.5301  -3.0305  -1.984
C  -3.7545  -7.1817  -0.2921  -1.366
C  -0.7533  2.6034  -2.6146  1.397
C  -0.5583  1.7199  5.4129  -0.168
C  -2.5921  -6.7005  -2.4597  -1.481
C  -0.3024  -5.8612  2.0950  -0.038
C  6.0628  -0.9210  0.9596  0.577
C  -0.0093  -0.7645  -1.1373  0.775
C  0.2294  5.0066  -2.5760  -1.322
C  -2.0520  3.1042  1.1825  -1.236
C  -0.7650  1.4157  -6.3393  0.120
C  1.9750  -1.1922  2.2913  -0.295
C  0.4976  3.5069  -2.9801  -0.242
C  0.4943  0.7434  -4.0701  0.221
C  -2.0314  2.8389  -0.3510  0.232
C  -0.4155  8.5423  -0.2771  0.488
C  -0.8387  -3.0095  -3.8649  0.461
C  -1.3095  2.8371  5.7321  -0.717
C  -2.5945  8.3742  -0.9478  -0.509
C  -1.3403  -1.4035  -0.6087  -1.402
C  0.4180  -7.1390  2.4375  0.216
C  1.1593  -1.7773  1.0727  -0.311
C  6.8318  -2.2013  1.1772  0.658
C  -2.5609  9.4387  0.1338  -0.326
C  -4.4358  -1.1034  0.0950  -1.127
C  -2.6417  -6.3488  -0.9610  0.949
C  -3.7152  -1.0269  2.5190  -1.312
C  -3.4130  6.3038  4.2204  -0.189
C  -1.9254  -0.7363  0.6678  0.924
C  -1.0897  9.8247  0.1606  -0.471
C  6.0135  -1.5803  -3.1214  0.308
C  -0.9022  2.8400  -1.0564  -0.312
C  0.9307  -0.5828  0.1369  -0.959
C  -0.0541  3.3531  4.0919  -0.338
C  -3.2526  -1.5026  1.0696  0.795
C  0.7013  -1.8675  -1.9945  -0.931
C  -0.4515  1.0059  -2.8335  -0.004
C  1.2126  1.2554  3.6657  0.354
C  -0.2712  1.0373  -5.3558  -1.320
C  4.4983  -3.1922  -2.9486  0.534
C  5.1506  -1.5709  -4.3524  -0.308
C  2.1821  -6.6351  0.7115  -0.453
B  8.2130  -0.4333  1.4873  0.543
H  -3.2325  10.2739  -0.0631  0.350
H  -2.2554  0.3135  0.5490  -0.990
H  -1.1888  -5.7746  2.7152  0.446
H  -2.8423  9.0007  1.0938  0.092
H  -0.6132  -5.8696  1.0480  -0.114
H  -1.6510  3.1993  -4.3867  0.303
H  0.3435  -5.0019  2.2899  -0.040
H  2.7236  -0.4903  1.8775  0.082
H  -0.8147  5.1848  -2.2659  0.098
H  4.4127  -0.7659  -4.3391  0.158
H  -2.3828  -7.7683  -2.5956  0.400
H  2.5545  -2.0069  2.7746  0.646
H  0.3814  3.9962  3.3213  0.498
H  0.7911  -0.3119  -4.2038  0.506
H  -2.4951  6.8271  4.4645  0.287
H  1.9780  -8.2845  2.0403  0.231
H  -3.8118  -6.9749  0.7819  0.218
H  -1.1931  -3.4175  -4.8034  0.496
H  5.7310  -1.4999  -5.2703  0.293
H  -3.5379  -6.4845  -2.9629  0.327
H  0.8697  5.2984  -1.7170  0.221
H  -2.3206  3.9005  -2.9931  0.364
H  0.5528  0.2801  0.7303  -0.496
H  -3.1032  3.2581  1.5064  0.543
H  6.9872  -2.0573  -3.2552  0.254
H  -1.1116  -2.4642  -0.3491  0.462
H  -5.0425  -2.0182  -0.0968  0.253
H  1.8119  -2.5658  0.6387  0.466
H  -3.3852  5.3016  4.6330  0.161
H  1.6305  -5.7263  0.4924  -0.088
H  -1.2810  -0.7898  1.5667  -0.497
H  -0.8935  -4.9349  4.8350  0.305
H  -0.8604  10.6099  -0.5620  0.270
H  1.9128  -0.2791  -0.2921  1.077
H  -3.1011  -2.6176  1.0258  0.591
H  -3.5632  -1.8904  3.2197  0.149
H  -0.7524  -3.5876  4.1386  0.332
H  0.4563  5.7035  -3.3995  0.489
H  -2.7093  8.8005  -1.9479  0.299
H  -4.8069  -0.8244  2.5558  0.498
H  1.1028  -2.7173  -1.4139  0.563
H  -5.0600  -0.2973  0.5305  0.360
H  -0.6229  0.7603  5.9339  0.388
H  -2.0556  2.9733  6.5173  0.374
H  -1.5258  4.0471  1.4256  0.351
H  1.4358  1.3288  -4.0380  0.426
H  -3.1717  -0.1230  2.8431  0.265
H  0.2650  -2.2915  1.4743  -0.052
H  -1.4811  1.5711  -7.1355  0.436
H  -0.7660  10.1153  1.1569  0.296
H  -3.3877  7.6465  -0.7818  0.314
H  -3.5563  -8.2540  -0.4081  0.410
H  2.2422  -7.2450  -0.1896  0.256
H  -1.6115  2.2588  1.7424  0.089
H  3.1871  -6.3778  1.0284  0.357
H  -2.1500  -1.4815  -1.3556  0.795
H  -4.0765  -0.7358  -0.8837  0.172
H  -4.7355  -6.9808  -0.7305  0.317
H  1.4571  3.1347  -2.5780  0.679
H  1.5898  -1.4001  -2.4786  0.518
H  -1.8024  -6.1449  -2.9676  0.299
H  -1.6886  -6.7133  -0.5301  -0.092

***

No. 2
Computed, not measured: C42H62N6O3SbSi3Ti as an isolated structure, with wB97M-V/def2-TZVPD.

Calculated values
LUMO energy (alpha / beta) ... -5.40 / -5.44 eV
⟨S²⟩ ... 0.75
Total charge ... +2
Relative energy (zero: lowest compared OMol25 entry of this formula, charge and spin) ... 17.2 kJ/mol
E ... -112922.66927 eV
Multiplicity ... 2

Each line ends with the Löwdin spin population.
Positions of all 118 atoms, in Å:
Sb  -0.6526  -2.8789  0.4812  0.006
Ti  0.2751  0.6187  -0.6901  0.910
Si  -3.5931  -2.4034  1.9713  0.000
Si  -0.9808  -2.5186  3.7584  0.000
Si  0.8307  -2.5716  -2.3874  -0.001
O  3.0604  -0.3645  -1.5515  0.000
O  1.9893  0.4992  0.5902  0.008
O  1.1895  1.1173  -2.3722  0.002
N  1.3721  2.8985  -0.5263  0.001
N  -1.2052  0.2708  -2.1473  -0.003
N  -0.5582  0.2867  1.5788  0.003
N  2.2242  1.8572  -4.2251  0.011
N  3.8532  0.3970  1.8607  0.000
N  -1.2255  2.1400  -0.3904  0.001
C  -2.3575  0.3633  3.1503  0.002
C  -1.2689  -1.0445  -1.8843  0.011
C  -0.0916  -1.4573  -1.1018  -0.009
C  -1.5594  -0.3492  2.2272  0.001
C  -4.8597  -1.6687  3.1701  0.000
C  -0.9380  3.4688  -0.4331  0.002
C  3.0592  4.5905  -0.7176  0.000
C  2.1137  5.5882  -0.6992  0.001
C  1.3688  -2.8053  1.2540  0.001
C  -1.5688  5.8451  -0.4117  0.000
C  -2.0935  0.8500  -2.9640  0.005
C  0.9519  -1.5938  -4.0210  0.001
C  0.4324  3.8692  -0.5299  0.001
C  -0.2806  6.2202  -0.5439  -0.001
C  -3.6377  -4.2782  2.1654  0.000
C  -1.7550  -1.8148  2.1165  0.000
C  0.7609  5.2408  -0.5992  0.000
C  5.2406  -0.0054  2.0574  0.000
C  -0.5459  -4.3510  3.6259  0.000
C  1.0604  2.6256  -4.6552  0.001
C  3.2161  0.9910  3.0311  0.000
C  -3.2636  4.0571  -0.1716  0.004
C  -1.9361  4.4621  -0.3450  0.000
C  -0.1385  -4.1538  -2.8218  -0.001
C  3.9489  -0.3563  -0.4693  0.001
C  -2.1454  -2.3777  5.2332  0.000
C  -2.0808  1.6655  3.4881  0.000
C  -3.5383  2.7122  -0.0817  0.000
C  0.5283  -1.4423  4.1530  0.000
C  -0.9634  2.2661  2.9174  0.003
C  -2.5000  1.8035  -0.2047  0.005
C  2.5243  -3.3300  -1.9913  0.000
C  -3.0996  0.1382  -3.5720  0.001
C  3.3561  1.9071  -5.1382  0.001
C  -4.3081  -2.0031  0.2641  0.000
C  2.1866  1.1405  -3.1137  0.007
C  2.6327  3.2663  -0.6222  0.001
C  3.1933  0.2214  0.7275  0.001
C  -2.3058  -1.8148  -2.4318  -0.001
C  -3.2109  -1.2233  -3.2840  0.009
C  -0.2665  1.5417  1.9828  0.006
C  3.4058  0.3155  -2.7228  0.000
H  1.6403  -1.7584  1.3270  0.000
H  -2.7026  0.7433  -0.1501  0.001
H  3.0682  1.4889  -6.1038  0.000
H  -3.1767  -0.1493  3.6281  0.000
H  4.1129  4.8219  -0.7857  0.000
H  0.7026  2.2411  -5.6113  0.000
H  -4.0037  -1.8075  -3.7336  0.000
H  -0.0879  -4.6489  2.6827  0.000
H  3.6466  2.9466  -5.2909  0.000
H  4.2102  1.3538  -4.7597  0.000
H  0.2149  -0.5428  4.6899  0.000
H  -3.0774  -2.9216  5.0741  0.000
H  1.4668  -3.2922  2.2207  0.000
H  -4.5839  -4.6535  1.7692  0.000
H  5.5677  -0.7080  1.2963  0.000
H  3.8952  1.7206  3.4712  0.000
H  4.2408  -1.3878  -0.2485  0.000
H  -2.6967  2.1953  4.2039  0.000
H  -1.9767  1.9148  -3.1385  0.000
H  4.2740  0.9671  -2.5859  0.000
H  -3.9707  -1.0523  -0.1511  0.000
H  2.2912  1.4799  2.7495  0.000
H  2.4037  -4.2488  -1.4143  0.000
H  1.0490  -1.1265  3.2492  0.000
H  5.9018  0.8630  2.0535  0.000
H  -1.4396  -4.9609  3.7626  0.000
H  2.9924  0.2255  3.7750  0.000
H  -5.1439  -0.6496  2.8994  0.000
H  3.3671  2.4667  -0.6113  0.000
H  1.9844  -1.4937  -4.3660  0.000
H  5.3275  -0.4960  3.0257  0.000
H  -4.5484  2.3583  0.0694  0.000
H  -2.8306  -4.7708  1.6227  0.000
H  2.9659  -3.6159  -2.9498  0.000
H  -3.7841  0.6285  -4.2494  0.000
H  -0.6523  3.2688  3.1778  0.000
H  0.2727  2.5430  -3.9159  0.000
H  -0.0076  7.2669  -0.5871  0.000
H  4.8555  0.2163  -0.6822  0.000
H  -4.5600  -1.6749  4.2179  0.000
H  1.2326  -1.9802  4.7914  0.000
H  2.0114  -3.3090  0.5332  0.000
H  3.6309  -0.4082  -3.5122  0.000
H  -1.6552  -2.8289  6.0996  0.000
H  -4.0507  4.7974  -0.1062  0.000
H  -5.7607  -2.2825  3.0926  0.000
H  -4.0680  -2.7902  -0.4495  0.000
H  0.1453  -4.6099  4.4313  0.000
H  -0.9337  -3.9886  -3.5501  0.000
H  0.5951  1.9972  1.5210  0.002
H  -2.3568  6.5846  -0.3453  0.000
H  2.4025  6.6301  -0.7550  0.000
H  -2.3615  -2.8679  -2.1961  0.000
H  0.4055  -2.1206  -4.8044  0.000
H  -0.5744  -4.6419  -1.9480  0.000
H  0.5200  -0.5954  -3.9374  0.000
H  1.3371  3.6731  -4.7801  0.000
H  -2.3831  -1.3460  5.4966  0.000
H  -5.3972  -1.9566  0.3381  0.000
H  0.5587  -4.8664  -3.2678  0.000
H  -3.5838  -4.5833  3.2124  0.000
H  3.2315  -2.6867  -1.4776  0.000

***

No. 3
Computed, not measured: C42H63B2CrN4O3Si as an isolated structure, with wB97M-V/def2-TZVPD.

Calculated values
LUMO energy (alpha / beta) ... 2.66 / 2.66 eV
⟨S²⟩ ... 6.05
Total charge ... -1
Relative energy (zero: lowest compared OMol25 entry of this formula, charge and spin) ... 114.4 kJ/mol
E ... -94338.08821 eV
Multiplicity ... 5

Each line ends with the Löwdin spin population.
Positions of all 116 atoms, in Å:
Cr  -0.2490  -0.4653  0.9219  3.362
Si  3.2718  1.2200  1.8474  0.003
O  -0.5578  2.8906  0.6312  -0.004
O  -1.3428  1.5634  2.2666  0.027
O  -1.9054  -2.9512  1.3555  0.183
N  1.9791  0.1242  1.9512  0.017
N  -1.4916  -1.3238  -1.9813  0.008
N  0.6514  -0.6544  -2.1671  0.010
N  0.2820  -0.8006  3.1286  0.018
C  -2.3591  4.4681  0.7529  0.000
C  -2.6173  -3.4322  -1.6329  0.000
C  -4.9617  -2.1602  -0.9322  0.000
C  1.6022  -0.4835  3.0729  0.014
C  1.1216  1.9486  -3.2668  0.000
C  -2.6667  -2.0251  -1.6278  0.002
C  4.3476  -0.4568  -1.8260  0.000
C  1.3467  2.1476  -4.7704  0.000
C  2.4556  -0.8152  4.1540  0.001
C  -3.8779  -1.3857  -1.3386  0.001
C  2.9870  -2.4453  -1.3464  0.002
C  1.0069  3.2975  -2.5566  0.000
C  0.5587  -1.6287  5.3492  0.000
C  -3.7269  -4.1679  -1.2515  0.000
C  1.9818  -0.1763  -2.1440  0.002
C  -0.9196  3.1059  4.0356  0.001
C  -0.2109  4.8888  1.9227  0.000
C  -1.1078  -1.3955  -3.3118  0.002
C  -1.1107  -2.1239  1.0816  0.229
C  3.0617  -0.9810  -1.7387  0.001
C  2.3310  -3.2799  -2.4500  0.000
C  -4.1203  0.1036  -1.4654  0.000
C  -4.8907  -3.5361  -0.8630  0.000
C  -1.7114  -1.5273  4.2886  0.003
C  2.3395  -2.7026  0.0126  0.018
C  -0.8211  -5.0276  -0.9200  0.000
C  -1.2065  3.7930  1.5218  -0.002
C  -3.7327  0.8302  -0.1785  0.011
C  2.2359  1.0924  -2.6996  0.000
C  -1.6251  -5.0035  -3.3172  0.000
C  -3.4554  0.7552  -2.6806  0.000
C  3.4146  2.3073  3.4390  0.001
C  1.9327  -1.3993  5.2806  0.006
C  -3.1721  2.9326  3.0117  0.001
C  5.0453  0.4996  1.6089  0.000
C  2.8662  2.3592  0.3848  0.000
C  -1.6688  2.8704  2.7159  0.002
C  -1.3691  -4.1695  -2.0572  0.000
C  3.5404  1.5531  -2.8064  0.000
C  4.6002  0.7927  -2.3530  0.000
C  -0.2236  -1.3153  4.2452  0.006
C  0.1574  -0.9668  -3.4252  0.003
B  -0.3943  -0.8127  -1.1662  0.022
B  -0.6230  1.5738  1.0724  0.021
H  3.7387  2.6221  -0.2032  0.000
H  -3.4814  3.9493  3.2516  0.000
H  5.6155  1.1584  -2.4394  0.000
H  2.4247  2.6337  3.7496  0.000
H  0.0990  -5.5182  -1.2298  0.000
H  5.7625  1.2832  1.3775  0.000
H  0.6939  4.4582  2.3420  0.000
H  -1.1377  4.0918  4.4446  0.000
H  -5.2046  0.2187  -1.5985  0.000
H  0.2476  3.9008  -3.0505  0.000
H  -2.2754  -5.8511  -3.1097  0.000
H  -2.9345  5.1400  1.3894  0.000
H  2.8235  -3.0991  -3.4059  0.000
H  -2.1471  -1.0016  5.1393  0.000
H  4.0284  3.1940  3.3068  0.000
H  1.2813  -3.0320  -2.5514  0.000
H  -3.5762  0.1270  -3.5615  0.000
H  -0.6094  -3.4305  -2.3018  0.000
H  -4.0604  0.2663  0.6935  0.001
H  -3.3883  2.2921  3.8640  0.000
H  -2.3953  0.9183  -2.5128  0.000
H  -4.1988  1.8147  -0.1580  0.001
H  -1.7741  -1.7576  -4.0741  0.000
H  -3.9228  1.7208  -2.8788  0.000
H  0.0669  5.4548  1.0340  0.000
H  0.1528  2.9843  3.9012  0.000
H  2.1600  1.8532  -0.2603  0.001
H  -1.9359  5.0466  -0.0679  0.000
H  -0.6824  -5.3809  -3.7110  0.000
H  2.5763  -1.6635  6.1127  0.000
H  0.7094  3.1489  -1.5225  0.000
H  0.1708  1.4302  -3.1270  0.000
H  4.0280  -2.7889  -1.2658  0.001
H  0.1099  -2.0310  6.2483  0.000
H  2.3957  3.2746  0.7225  0.000
H  1.3034  -2.3512  0.0307  0.014
H  -1.2435  2.3451  4.7452  0.000
H  -2.6492  0.9281  -0.1149  0.009
H  3.8321  1.7386  4.2654  0.000
H  -1.5394  -5.7852  -0.6152  0.000
H  -2.1505  -1.1438  3.3700  0.003
H  -3.7385  2.5596  2.1644  0.000
H  -0.6058  -4.3967  -0.0639  0.001
H  0.4933  2.6452  -5.2231  0.000
H  -2.0969  -4.3931  -4.0852  0.000
H  5.1775  -1.0731  -1.5055  0.000
H  -5.7429  -4.1157  -0.5339  0.000
H  2.8839  -2.1721  0.7932  0.000
H  -1.9375  -2.5893  4.3832  0.000
H  -5.8867  -1.6651  -0.6694  0.000
H  5.0652  -0.2102  0.7896  0.000
H  5.3957  -0.0167  2.4997  0.000
H  -3.0171  3.7180  0.3240  0.000
H  2.2291  2.7538  -4.9567  0.000
H  0.7597  -0.8693  -4.3095  0.000
H  3.5116  -0.6046  4.0664  0.000
H  2.4144  -4.3408  -2.2152  0.000
H  1.9488  3.8408  -2.5795  0.000
H  -3.6809  -5.2481  -1.2540  0.000
H  1.4884  1.1921  -5.2689  0.000
H  3.7288  2.5230  -3.2455  0.000
H  -0.6604  5.5668  2.6464  0.000
H  2.3614  -3.7710  0.2330  0.000